No. 1
Here is an isolated molecule of C4H6O2 from OMol25. Energies are from wB97M-V/def2-TZVPD.

As for the energy relative to the best compared isomer or geometry (same formula, charge and spin): 148.9 kJ/mol. As for the spin multiplicity: 1. Its structure (SMILES) is C/C=C\C(=O)O.

```
12
Properties=species:S:1:pos:R:3:forces:R:3
C 1.159427 0.713212 -0.839180 -0.416 -0.991 0.421
C -0.117774 0.936744 -0.124572 1.568 3.340 -0.928
C -0.759554 0.238947 0.729571 -2.600 -3.050 2.457
C -0.938046 -1.301288 0.863730 -1.419 2.922 1.240
O -1.840332 -1.696694 1.573566 1.560 -0.556 -1.287
O -0.227034 -1.979139 -0.036494 0.007 -1.346 0.465
H 1.812066 0.039246 -0.241927 -0.122 0.526 -0.554
H 1.670504 1.630301 -1.110779 0.022 -0.072 0.028
H 0.779147 0.203988 -1.699357 0.707 -0.476 -1.291
H -0.609576 1.907235 -0.222937 0.776 0.262 -0.185
H -1.522114 0.804151 1.254033 -0.367 -0.634 0.070
H 0.593286 -1.496704 -0.145653 0.284 0.073 -0.436
```
Positions in Å, forces in eV/Å.



No. 2
Here is an isolated molecule of C4H6O2 from OMol25. Energies are from wB97M-V/def2-TZVPD.

As for the energy relative to the best compared isomer or geometry (same formula, charge and spin): 206.3 kJ/mol. As for the spin multiplicity: 1. Its structure (SMILES) is CCC(=O)C=O.

```
12
Properties=species:S:1:pos:R:3:forces:R:3
C 0.230111 1.106001 -0.330889 0.216 0.610 0.012
C 0.831626 -0.292271 -0.630803 -0.156 0.110 0.248
C 0.184750 -1.149332 0.440560 0.091 -0.340 0.280
O 0.609223 -2.105863 1.031083 -0.088 0.376 -0.329
C -1.191729 -0.503980 0.716785 -0.740 -0.593 0.953
O -1.543571 -0.009765 1.762505 -0.237 -1.113 -0.291
H -0.489156 1.109695 0.514740 0.746 0.356 -1.229
H -0.271531 1.554038 -1.188265 0.252 0.154 0.066
H 0.968656 1.760325 0.108746 0.550 0.374 -0.475
H 1.927932 -0.321995 -0.589131 -0.350 -0.034 0.176
H 0.557431 -0.680013 -1.626125 -0.111 0.202 0.347
H -1.813744 -0.466840 -0.209206 -0.174 -0.100 0.240
```
Positions in Å, forces in eV/Å.



No. 3
Here is a structure of composition C4H6O2 from OMol25. Energies are from wB97M-V/def2-TZVPD.

As for the energy relative to the best compared isomer or geometry (same formula, charge and spin): 576.0 kJ/mol. As for the spin multiplicity: 1.

```
12
Properties=species:S:1:pos:R:3:forces:R:3
C -1.376479 0.500081 0.101038 -0.210 0.192 0.280
O -0.940771 0.496870 -1.289400 0.019 -0.008 -0.097
C -0.080738 -0.534465 -1.067013 1.575 0.438 0.221
C 1.535330 0.134273 0.062369 -0.424 0.150 -0.103
O 0.749391 -0.430856 1.100859 -0.151 0.002 0.309
C -0.435069 -0.697191 0.395364 -0.160 -0.142 0.267
H -2.453840 0.321305 0.167036 0.172 -0.014 0.012
H -1.114249 1.438234 0.598193 0.049 -0.132 0.005
H 0.999575 -0.551791 -1.375739 -0.386 -0.637 -0.839
H 2.556501 -0.284024 0.057997 -0.484 0.106 -0.174
H 1.528149 1.228177 0.002626 -0.052 -0.108 0.163
H -0.919819 -1.607289 0.766271 0.053 0.153 -0.045
```
Positions in Å, forces in eV/Å.



No. 4
Here is an isolated molecule of C4H6O2 from OMol25. Energies are from wB97M-V/def2-TZVPD.

As for the energy relative to the best compared isomer or geometry (same formula, charge and spin): 209.9 kJ/mol. As for the spin multiplicity: 1. Its structure (SMILES) is C[C@H]1OCC1=O.

```
12
Properties=species:S:1:pos:R:3:forces:R:3
C -1.643554 -0.406612 -0.305019 0.259 -0.199 0.078
C -0.297548 -0.281923 0.414193 0.335 -0.652 -0.212
O 0.898342 -1.038331 -0.080564 -0.298 0.155 -0.964
C 1.719830 0.127873 -0.012364 0.441 0.247 -0.372
C 0.499359 0.999845 0.197410 0.108 0.383 -0.021
O 0.247726 2.165687 0.070146 -0.024 -0.756 0.195
H -2.271270 0.489264 -0.169429 0.475 -0.188 0.208
H -1.470980 -0.493307 -1.385064 0.076 -0.042 0.224
H -2.230732 -1.267399 0.024151 0.204 0.042 -0.032
H -0.108894 -0.722614 1.385317 -1.747 0.940 1.150
H 2.224570 0.236409 -0.965917 0.354 0.399 -0.058
H 2.433152 0.191107 0.827137 -0.183 -0.330 -0.196
```
Positions in Å, forces in eV/Å.



No. 5
Here is a structure of composition C4H6O2 from OMol25. Energies are from wB97M-V/def2-TZVPD.

As for the energy relative to the best compared isomer or geometry (same formula, charge and spin): 233.9 kJ/mol. As for the spin multiplicity: 1.

```
12
Properties=species:S:1:pos:R:3:forces:R:3
C 1.190272 0.985996 -0.979732 -0.028 0.030 -0.005
C 0.081920 0.334268 -0.245685 0.276 -0.093 -0.085
O -1.125036 0.974133 0.055557 -0.091 0.127 -0.175
C -1.568105 -0.271664 0.679083 -0.265 -0.187 0.140
C -0.225791 -0.835924 0.310523 -0.062 0.375 -0.043
O 0.408825 -2.013320 0.554726 0.114 0.058 0.136
H 2.007696 0.270841 -1.114709 -0.144 0.114 0.029
H 0.849218 1.314959 -1.966425 0.042 -0.016 0.105
H 1.570374 1.861006 -0.442324 -0.073 -0.105 -0.049
H 1.030993 -1.807682 1.260673 0.143 -0.424 0.019
H -2.430030 -0.681451 0.146887 0.040 0.089 0.078
H -1.790337 -0.131162 1.741426 0.049 0.032 -0.151
```
Positions in Å, forces in eV/Å.



No. 6
Here is an isolated molecule of C4H6O2 from OMol25. Energies are from wB97M-V/def2-TZVPD.

As for the energy relative to the best compared isomer or geometry (same formula, charge and spin): 205.5 kJ/mol. As for the spin multiplicity: 1. Its structure (SMILES) is CC(C=O)C=O.

```
12
Properties=species:S:1:pos:R:3:forces:R:3
C -1.189677 -0.409670 -0.315940 -0.186 -0.279 0.464
C 0.320083 -0.249214 -0.516761 0.001 0.139 0.364
C 0.495220 1.220256 -0.413774 0.329 0.426 0.549
O 0.764205 1.594124 0.713937 0.132 1.161 -0.626
C 0.917836 -0.598885 0.875474 -0.009 -1.059 0.407
O 0.216210 -1.021366 1.763345 0.883 -0.086 0.003
H -1.702373 -0.703653 -1.242051 0.046 -0.457 0.680
H -1.138534 -1.025933 0.645039 -1.410 0.024 -1.709
H -1.646161 0.526559 0.025544 0.058 -0.036 -0.185
H 0.731111 -0.811679 -1.370816 -0.089 0.377 0.356
H 0.239885 1.945623 -1.205016 0.140 -0.218 -0.103
H 1.992199 -0.466159 1.041020 0.104 0.008 -0.200
```
Positions in Å, forces in eV/Å.



No. 7
Here is an isolated molecule of C4H6O2 from OMol25. Energies are from wB97M-V/def2-TZVPD.

As for the energy relative to the best compared isomer or geometry (same formula, charge and spin): 169.6 kJ/mol. As for the spin multiplicity: 1. Its structure (SMILES) is O=C1CCOC1.

```
12
Properties=species:S:1:pos:R:3:forces:R:3
O 0.047900 -1.074303 2.097466 0.228 0.472 -1.200
C 0.144104 -0.617174 0.982870 -0.061 0.192 0.305
C 0.603457 0.794883 0.503713 -0.373 -0.161 -0.422
C -0.303880 0.996020 -0.678396 -0.525 -1.043 -0.961
O -0.650576 -0.342947 -1.281432 0.864 1.005 0.858
C -0.270582 -1.362482 -0.350663 0.203 0.380 0.830
H 1.679979 0.707437 0.268278 -0.467 0.099 -0.120
H 0.375672 1.790777 0.921868 0.643 -0.922 1.578
H -1.250641 1.418219 -0.286644 0.345 -0.160 -0.468
H 0.169108 1.721726 -1.371340 -0.600 -0.848 -0.251
H 0.552833 -1.997297 -0.759558 -0.422 0.533 0.349
H -1.097374 -2.034859 -0.046161 0.165 0.453 -0.498
```
Positions in Å, forces in eV/Å.



No. 8
Here is a structure of composition C4H6O2 from OMol25. Energies are from wB97M-V/def2-TZVPD.

As for the energy relative to the best compared isomer or geometry (same formula, charge and spin): 257.8 kJ/mol. As for the spin multiplicity: 1.

```
12
Properties=species:S:1:pos:R:3:forces:R:3
O -2.392518 -0.140895 0.334965 0.185 0.017 -0.826
C -1.613510 -0.321545 -0.550829 -1.202 0.222 -0.835
O -0.827745 0.671344 -1.191896 -0.448 -0.603 0.484
C 0.044157 0.782209 -0.104897 0.239 -0.443 0.967
C 1.440202 0.327143 -0.090840 0.544 0.132 -0.020
C 0.435291 -0.548908 0.596671 0.509 0.135 0.360
H -1.383763 -1.259963 -1.055826 -0.447 -0.315 0.062
H -0.274125 1.555660 0.587447 0.230 -0.092 0.030
H 1.828011 -0.073253 -1.019902 0.127 0.092 0.110
H 2.122403 0.872892 0.541975 0.225 0.196 -0.228
H 0.356838 -1.562236 0.194246 -0.359 0.612 -0.121
H 0.272428 -0.524487 1.666555 0.398 0.047 0.017
```
Positions in Å, forces in eV/Å.



No. 9
Here is an isolated molecule of C4H6O2 from OMol25. Energies are from wB97M-V/def2-TZVPD.

As for the energy relative to the best compared isomer or geometry (same formula, charge and spin): 315.2 kJ/mol. As for the spin multiplicity: 1.

```
12
Properties=species:S:1:pos:R:3:forces:R:3
C -1.958900 -0.063804 -0.351141 -0.024 -0.029 -0.069
C -0.919457 0.712877 0.407814 -0.502 0.462 0.137
O -1.024066 1.816083 0.863461 0.110 -0.539 -0.181
C 0.723818 0.083725 -0.042353 0.376 -0.258 0.244
O 0.114191 -0.239866 1.039420 0.115 0.139 -0.231
C 2.167797 -0.284370 -0.098219 -0.042 -0.013 -0.025
H -2.307595 0.547202 -1.185458 0.056 -0.052 0.106
H -1.581561 -1.013744 -0.727420 -0.016 0.131 0.061
H -2.808175 -0.247052 0.315938 0.142 0.066 -0.035
H 2.461179 -0.932683 0.736392 -0.065 0.089 -0.098
H 2.400726 -0.750720 -1.060513 -0.052 0.093 0.115
H 2.742399 0.649775 -0.056645 -0.098 -0.090 -0.026
```
Positions in Å, forces in eV/Å.



No. 10
Here is an isolated molecule of C4H6O2 from OMol25. Energies are from wB97M-V/def2-TZVPD.

As for the energy relative to the best compared isomer or geometry (same formula, charge and spin): 76.8 kJ/mol. As for the spin multiplicity: 1. Its structure (SMILES) is CC(=O)CC=O.

```
12
Properties=species:S:1:pos:R:3:forces:R:3
C 1.775057 0.485780 -0.295972 0.044 0.027 -0.053
C 0.288301 0.683399 -0.092750 -0.077 0.205 0.119
O -0.212514 1.779331 0.034175 0.192 -0.440 -0.121
C -0.517296 -0.598518 0.006830 -0.065 -0.082 -0.006
C -2.017016 -0.428535 0.142686 -0.157 -0.220 -0.098
O -2.794205 -1.294422 -0.182170 0.327 0.361 0.131
H 2.001408 -0.503961 -0.701786 -0.014 0.158 0.043
H 2.279106 0.580635 0.672769 -0.101 0.003 -0.102
H 2.165339 1.262340 -0.954429 -0.027 -0.035 0.067
H -0.305955 -1.259123 -0.842331 -0.030 0.105 0.110
H -0.135883 -1.132811 0.891056 -0.140 0.018 -0.075
H -2.366526 0.534283 0.557823 0.048 -0.100 -0.017
```
Positions in Å, forces in eV/Å.



Number 1: frontier orbital gap 0.392 Ha, lowest unoccupied orbital energy 0.54 eV, highest occupied orbital energy -10.12 eV. Number 2: frontier orbital gap 0.363 Ha, lowest unoccupied orbital energy 0.38 eV, highest occupied orbital energy -9.51 eV. Number 3: frontier orbital gap 0.315 Ha, lowest unoccupied orbital energy 0.82 eV, highest occupied orbital energy -7.75 eV. Number 4: frontier orbital gap 0.397 Ha, lowest unoccupied orbital energy 0.81 eV, highest occupied orbital energy -9.98 eV. Number 5: frontier orbital gap 0.334 Ha, lowest unoccupied orbital energy 0.70 eV, highest occupied orbital energy -8.38 eV. Number 6: frontier orbital gap 0.399 Ha, lowest unoccupied orbital energy 0.83 eV, highest occupied orbital energy -10.02 eV. Number 7: frontier orbital gap 0.385 Ha, lowest unoccupied orbital energy 0.77 eV, highest occupied orbital energy -9.71 eV. Number 8: frontier orbital gap 0.416 Ha, lowest unoccupied orbital energy 1.02 eV, highest occupied orbital energy -10.29 eV. Number 9: frontier orbital gap 0.353 Ha, lowest unoccupied orbital energy 0.64 eV, highest occupied orbital energy -8.96 eV. Number 10: frontier orbital gap 0.386 Ha, lowest unoccupied orbital energy 0.75 eV, highest occupied orbital energy -9.76 eV.